Formula: C21H25ClFN3O
Source: OMol25
Level of theory: ωB97M-V/def2-TZVPD

Calculated values
LUMO   0.6 eV
Highest occupied orbital energy   -8.02 eV
Largest force on an atom   0.51 eV/A
Frontier orbital gap   8.6 eV
Electronic energy   -1614.824048 Ha
Energy above the lowest of the compared OMol25 structures with the same formula, charge and spin   0.5 kcal per mole

Each atom is followed by the atoms it is bonded to, with distances in Å.
Positions of all 52 atoms, in Å:
1 C 6.146 -1.721 2.909  C2 1.499, H50 1.087, H51 1.090, H52 1.088
2 C 5.187 -2.231 1.875  C1 1.499, C3 1.387, C7 1.387
3 C 4.096 -1.463 1.496  C2 1.387, C4 1.389, H49 1.076
4 C 3.218 -1.928 0.525  C3 1.389, C5 1.394, N14 1.398
5 C 3.443 -3.171 -0.064  C4 1.394, C6 1.384, H13 1.083
6 C 4.527 -3.947 0.307  C5 1.384, C7 1.389, C9 1.500
7 C 5.396 -3.467 1.279  C2 1.387, C6 1.389, H8 1.081
8 H 6.245 -4.066 1.574  C7 1.081
9 C 4.764 -5.291 -0.316  C6 1.500, H10 1.089, H11 1.087, H12 1.090
10 H 5.786 -5.364 -0.686  C9 1.089
11 H 4.080 -5.466 -1.143  C9 1.087
12 H 4.621 -6.078 0.423  C9 1.090
13 H 2.759 -3.535 -0.820  C5 1.083
14 N 2.099 -1.211 0.090  C4 1.398, C15 1.374, H48 1.007
15 C 1.650 0.014 0.521  N14 1.374, O16 1.217, N17 1.375
16 O 2.202 0.665 1.389  C15 1.217
17 N 0.518 0.473 -0.109  C15 1.375, C18 1.448, C25 1.452
18 C 0.014 1.762 0.318  N17 1.448, H19 1.094, C20 1.540, H47 1.092
19 H -0.073 2.438 -0.537  C18 1.094
20 C -1.325 1.666 1.071  C18 1.540, N21 1.444, H45 1.092, H46 1.094
21 N -2.511 1.631 0.248  C20 1.444, C22 1.444, C31 1.453
22 C -2.579 0.484 -0.628  N21 1.444, C23 1.539, H29 1.093, H30 1.095
23 C -1.453 0.353 -1.670  C22 1.539, H24 1.089, C25 1.527, H28 1.092
24 H -1.238 1.323 -2.116  C23 1.089
25 C -0.176 -0.289 -1.132  N17 1.452, C23 1.527, H26 1.101, H27 1.101
26 H -0.453 -1.274 -0.727  C25 1.101
27 H 0.499 -0.442 -1.989  C25 1.101
28 H -1.810 -0.294 -2.474  C23 1.092
29 H -3.539 0.530 -1.150  C22 1.093
30 H -2.587 -0.409 0.003  C22 1.095
31 C -2.843 2.893 -0.391  N21 1.453, C32 1.506, H43 1.100, H44 1.094
32 C -4.303 2.916 -0.757  C31 1.506, C33 1.390, C37 1.394
33 C -4.729 2.942 -2.080  C32 1.390, C34 1.382, F42 1.351
34 C -6.062 2.952 -2.444  C33 1.382, C35 1.383, H41 1.078
35 C -7.022 2.930 -1.448  C34 1.383, C36 1.384, H40 1.079
36 C -6.645 2.899 -0.117  C35 1.384, C37 1.386, H39 1.078
37 C -5.300 2.891 0.217  C32 1.394, C36 1.386, Cl38 1.720
38 Cl -4.851 2.855 1.877  C37 1.720
39 H -7.387 2.882 0.664  C36 1.078
40 H -8.068 2.937 -1.710  C35 1.079
41 H -6.328 2.975 -3.489  C34 1.078
42 F -3.799 2.957 -3.061  C33 1.351
43 H -2.247 3.106 -1.291  C31 1.100
44 H -2.653 3.690 0.334  C31 1.094
45 H -1.415 2.520 1.746  C20 1.092
46 H -1.316 0.758 1.681  C20 1.094
47 H 0.773 2.161 0.995  C18 1.092
48 H 1.582 -1.678 -0.637  N14 1.007
49 H 3.921 -0.503 1.949  C3 1.076
50 H 5.715 -0.887 3.455  C1 1.087
51 H 7.063 -1.379 2.429  C1 1.090
52 H 6.410 -2.508 3.612  C1 1.088